# 1
63
Properties=species:S:1:pos:R:3:forces:R:3 method="wB97M-V/def2-TZVPD" fmax_ev_per_a=4.67 total_energy_ev=-135784.3826 lumo_energy_ha=-0.088 e_above_lowest_kcal_mol=18.5 gap_ev=5.8
Cl 3.30539 1.45646 6.16880 0.016 0.241 -0.414
Cl -3.93724 2.64788 6.18707 0.136 -0.028 0.087
Cl 4.32545 4.14151 5.05922 -0.322 -0.559 -0.277
Cl 4.80794 1.51139 3.47701 -0.398 0.302 0.345
Si -0.55119 -0.67047 -2.06980 0.544 1.238 0.989
F -0.19372 2.46396 -6.28447 -0.377 -0.698 0.375
F -5.09048 -0.00767 0.35095 0.443 -0.540 -0.304
F 0.79815 -2.08825 0.19947 0.430 -0.376 -0.904
F -2.47631 -1.96225 -4.04273 0.162 0.645 -0.278
F -2.95896 0.84896 -1.10641 -0.086 -0.901 0.373
F 4.09390 -4.55484 -2.10178 -0.602 0.596 -0.029
F -3.61585 -4.49426 -0.16344 0.006 0.651 -0.064
F 2.94428 -3.70302 0.26246 -0.237 0.187 -0.764
F 1.03355 -1.91680 -4.55085 0.483 -0.317 0.857
F -1.42517 -3.62333 -1.50258 -0.607 0.528 0.422
F -5.47238 -2.69809 0.77120 0.673 0.301 -0.390
F 3.11955 -3.61392 -4.48917 -0.285 0.219 0.711
F -3.21653 -1.19277 -6.52618 0.490 0.456 0.370
F 0.59438 1.64056 -3.80950 -0.901 -0.359 -0.449
F -2.08845 1.04123 -7.67266 0.287 -0.278 1.008
O 2.35325 2.68213 3.92426 -2.385 -1.105 -0.334
O -0.11689 0.60825 -0.99757 -1.819 -1.159 -1.428
O 1.00571 0.34343 0.95196 -0.394 -1.436 1.441
C -2.38795 2.40604 5.48733 0.778 -0.173 -0.989
C -2.07522 -1.34850 -1.24845 -0.540 -0.537 0.212
C 1.50070 -2.31629 -3.33549 -0.270 0.238 -0.266
C -3.44196 -3.17578 -0.35545 0.321 -0.216 -0.138
C -2.32816 -0.45217 -5.83805 -0.151 -0.160 -0.091
C 0.88193 -1.85855 -2.16333 0.610 -0.630 0.022
C -1.99628 1.11427 5.08742 0.133 0.304 0.104
C 3.07940 -3.67892 -2.11728 0.131 -0.151 0.045
C -4.38358 -2.26310 0.11620 -0.095 -0.111 0.108
C -2.30900 -2.70734 -1.02656 0.032 -0.100 -0.036
C 0.10409 2.01809 4.26599 -0.335 0.660 -0.760
C 2.49349 -3.25786 -0.92620 -0.106 0.093 0.329
C -4.18950 -0.90041 -0.10516 -0.247 0.326 0.093
C 2.57616 -3.20264 -3.32659 0.029 -0.045 -0.471
C -1.74669 0.67377 -6.42255 -0.052 0.096 -0.205
C -0.75831 0.93220 4.47354 -0.320 0.273 0.181
C -1.01946 -0.09806 -3.79430 -0.161 0.108 -0.228
C 0.95483 0.82588 -0.28034 3.893 2.316 -1.139
C 2.10273 1.52326 -0.60361 -2.603 -1.210 -1.791
C 2.34294 0.57933 1.46163 -0.419 0.437 0.500
C -1.95680 -0.81412 -4.54593 0.063 -0.184 0.024
C -3.06677 -0.47384 -0.80623 0.029 0.391 -0.151
C 1.46046 1.73434 3.86458 1.105 1.150 2.632
C 1.41046 -2.38164 -0.97903 -0.215 -0.158 0.435
C -0.78668 1.39740 -5.70954 0.154 0.345 -0.359
C -0.42957 0.98934 -4.42936 0.554 0.239 0.198
C 3.16125 1.20485 0.35556 1.036 0.399 0.529
C -0.33565 3.33550 4.58054 -0.234 -0.370 0.194
C -1.57299 3.52142 5.19353 0.222 -0.221 -0.042
B 3.65337 2.47611 4.61826 1.406 -0.340 0.388
H 3.94567 0.50443 0.02959 -0.177 0.301 -0.346
H 3.64920 2.12885 0.70015 0.169 -0.482 0.152
H 1.77565 0.67429 3.92055 -0.037 0.659 -0.208
H -2.66396 0.27501 5.26374 0.158 0.161 -0.040
H 2.24592 1.35696 2.20992 -0.029 -0.179 -0.270
H 2.73358 -0.31929 1.95519 -0.178 0.129 -0.373
H -1.92467 4.52163 5.45290 0.153 -0.341 -0.086
H 2.19546 2.05185 -1.54820 0.171 -0.230 0.202
H 0.30456 4.18878 4.35195 -0.146 -0.282 0.153
H -0.43699 -0.04521 4.13784 -0.089 -0.112 0.144

# 2
18
Properties=species:S:1:pos:R:3:forces:R:3 method="wB97M-V/def2-TZVPD" fmax_ev_per_a=4.68 total_charge=+1 total_energy_ev=-11277.0249 s2=2.02 spin_multiplicity=3 lumo_energy_ha="-0.118 / -0.311" e_above_lowest_kcal_mol=86.0 gap_ev="7.1 / 6.1"
N -1.00591 -3.28682 0.76282 -0.963 -0.466 -2.497
N 1.57377 -0.11613 -0.85161 -0.901 3.875 -2.374
N -0.19248 -1.50964 1.82174 0.713 0.053 2.222
N -0.54555 -2.75394 1.86685 0.783 -0.103 2.070
C -0.23382 1.46337 0.73719 -0.407 -0.275 -1.139
C -0.99664 1.25131 -0.63317 4.255 -0.546 0.394
C -0.99563 -2.30271 -0.11666 0.026 -2.419 1.016
C -0.16533 0.15355 0.05607 -1.784 0.252 0.433
C -0.46959 -1.15623 0.54917 0.421 4.494 -1.239
H 0.34694 2.38968 0.71139 0.874 -0.904 -0.036
H -0.68103 1.28947 1.69054 -1.026 0.602 0.459
H 1.09726 0.15302 -1.73793 1.258 -0.257 0.992
H -1.21933 -2.45699 -1.13064 -0.501 -0.119 -0.982
H -2.00565 1.18865 -0.56476 -2.921 -0.201 -0.358
H -0.39193 -3.33053 2.72058 -0.236 0.595 -0.909
H 2.13415 0.55994 -0.36184 0.209 0.032 -0.168
H 1.76847 -1.02548 -0.75018 1.326 -3.928 0.296
H -0.49518 1.73959 -1.56164 -1.125 -0.686 1.819

# 3
91
Properties=species:S:1:pos:R:3:forces:R:3 method="wB97M-V/def2-TZVPD" fmax_ev_per_a=2.72 total_energy_ev=-119009.3153 smiles="O=C1OC[C@@H](F)O1.O=C1OC[C@@H](F)O1.O=C1OC[C@@H](F)O1.O=C1OC[C@@H](F)O1.O=C1OC[C@@H](F)O1.O=C1OC[C@@H](F)O1.C[C@H]1COC(=O)O1.C[C@H]1COC(=O)O1.ClCCl" lumo_energy_ha=0.013 gap_ev=11.4
Cl 6.13549 -1.35272 -0.53054 -0.174 -0.042 -0.077
Cl 5.33529 0.48099 -2.65050 -0.308 -0.477 -0.045
F 6.11941 -6.62245 -0.88259 -0.318 0.025 -0.206
F -5.06234 -0.36943 1.00513 0.121 -0.453 0.073
F -3.71708 2.49135 -1.84388 -0.549 -0.590 0.009
F 2.54720 -5.01171 3.77937 -0.160 0.203 0.012
F 2.58020 2.03964 0.58277 -0.671 -0.063 0.129
F 1.26768 3.43669 -6.65833 0.283 0.259 -0.214
O 3.68478 -4.46480 -1.97973 0.103 0.402 -0.305
O -6.85770 -1.71149 1.57612 0.768 0.015 -0.453
O 0.14803 1.50466 4.03782 0.387 0.320 -0.272
O -3.49390 0.18364 -1.70618 -1.347 0.205 -0.319
O -0.79873 4.35030 0.94229 0.274 0.077 0.641
O -2.81404 4.25388 0.04119 -1.050 0.763 -0.233
O 4.41372 -4.22575 -4.10883 -0.020 0.168 0.051
O 0.18631 1.64271 -3.38809 -0.914 -0.472 0.524
O -1.01015 4.50345 -1.27002 -0.306 0.230 -0.046
O 0.09398 -2.28193 0.36351 0.898 0.191 -0.381
O 5.73863 -5.10082 -2.51364 0.838 0.196 0.229
O 1.76737 1.19809 -4.91101 -0.062 -0.691 -0.302
O 1.39625 -0.54068 -0.08409 -0.020 0.259 -0.487
O 1.27490 3.31240 -4.43966 -0.008 -0.434 -0.004
O 2.49372 -1.62835 3.42908 -0.291 -0.152 -0.388
O 4.62739 -1.20863 3.85323 0.293 -0.612 0.059
O -7.16443 0.01327 2.93518 -0.806 0.438 -0.055
O 2.35462 1.27096 3.75237 0.422 -0.816 0.428
O 3.68678 -3.18936 4.44241 0.020 -0.683 0.218
O -4.60702 0.30514 -3.64404 0.347 -0.497 -0.317
O -5.32580 -1.15109 -2.10658 0.045 -0.323 0.515
O 1.24417 2.60077 2.40336 -0.168 0.237 -0.935
O 2.36619 -2.48376 0.28518 0.135 -0.828 0.034
O -7.60495 -2.06098 3.67124 0.042 -0.255 0.096
C -3.42708 1.10815 -3.80058 -0.328 0.324 0.598
C 0.08745 0.01945 -0.04428 -0.174 0.448 0.511
C -1.65851 4.25242 2.06279 -1.641 0.183 0.140
C 5.65874 -5.35535 -1.12466 -0.238 -0.334 -0.123
C -7.24638 -1.33212 2.81440 0.008 -0.044 0.651
C 2.39570 -3.76509 4.30080 0.027 0.510 -0.193
C -3.07366 4.03655 1.41265 1.246 -0.897 1.685
C -3.56621 2.60152 1.58412 0.839 0.282 -0.746
C 3.72024 -1.97850 3.87872 -0.381 1.601 0.098
C -7.17787 0.52376 1.61922 0.673 0.309 -1.447
C -1.51892 4.41625 -0.19642 1.040 -0.592 -0.328
C -6.40212 -0.57008 0.87616 -1.360 0.764 0.007
C 2.09920 3.34205 -5.56866 -0.089 -0.053 0.281
C -0.83154 -1.18276 0.09318 -0.146 -1.172 0.891
C -3.12323 1.37868 -2.35426 2.700 0.292 -0.095
C 2.75838 1.97945 -5.56595 0.203 0.540 0.123
C 0.97794 1.99267 -4.18527 0.847 0.912 -0.122
C -1.76326 -1.13624 1.29042 -0.719 0.475 0.035
C 1.16744 1.76528 3.46688 -0.808 -0.485 0.107
C 1.36207 -1.85283 0.18306 -0.422 0.575 0.069
C 3.32856 1.72006 2.83841 0.883 1.260 -0.228
C 2.52699 2.58173 1.83289 1.239 -0.120 0.919
C 4.17063 -5.21943 -0.89134 -0.579 -1.048 1.189
C 1.68112 -2.78420 3.35794 -0.023 -1.061 0.161
C 4.81910 -0.91257 -1.66379 0.422 0.109 0.759
C -4.55347 -0.32401 -2.44020 0.154 0.720 -0.699
C 4.58795 -4.55842 -2.98655 -0.115 -0.216 0.334
H 0.03898 0.65845 0.84162 -0.088 0.027 -0.061
H -0.11677 0.63109 -0.92110 0.253 -0.130 -0.138
H 1.89090 -3.83136 5.26743 0.379 -0.275 0.051
H -1.71663 5.17372 2.64474 0.566 0.214 -0.244
H 0.66260 -2.61720 3.70141 0.080 0.427 -0.054
H 3.67724 -6.19740 -0.91058 0.313 -0.121 -0.173
H -1.32508 -1.43517 -0.84407 -0.192 0.068 0.096
H 2.91748 3.59626 1.75889 -0.293 0.027 -0.138
H 2.97903 1.66855 -6.58302 -0.257 -0.407 0.082
H -2.30312 -2.04903 1.54640 0.214 -0.283 -0.645
H -8.15082 0.63114 1.12495 -0.376 -0.473 0.689
H -2.03994 1.46857 -2.21771 -0.215 0.322 0.210
H 4.60296 -1.81619 -2.21952 -0.029 0.327 -0.496
H -3.53887 2.23726 2.60897 -0.575 0.309 0.134
H 2.77266 4.19250 -5.50750 -0.159 0.118 -0.182
H -6.68120 -0.67322 -0.16865 0.375 -0.158 -0.039
H -1.43062 3.45662 2.77026 0.532 -0.241 -0.428
H 1.67672 -3.18295 2.34332 0.000 -0.002 0.045
H 3.97588 -0.61702 -1.05079 -0.067 0.050 -0.128
H 3.92569 -4.82347 0.09345 -0.055 0.693 -0.351
H -1.24714 -0.87838 2.21797 0.265 0.328 -0.228
H -3.61921 1.99003 -4.40291 -0.315 0.041 0.160
H -6.76348 1.52424 1.52451 0.553 -0.164 0.498
H -2.55566 0.59854 -4.21868 -0.394 -0.479 -0.147
H -3.71831 4.77587 1.88431 -0.464 0.065 -0.715
H -4.50014 2.48965 1.04053 -0.217 -0.295 0.359
H -2.54955 -0.40161 1.09514 0.121 0.114 0.132
H 6.27679 -4.72134 -0.48446 0.066 0.357 -0.612
H 3.95824 0.95364 2.38921 -0.726 -0.525 -0.083
H 3.66059 1.95176 -4.95389 0.057 0.101 -0.084
H -2.81862 1.98032 1.07746 -0.141 -0.060 -0.135
H 4.05420 2.33576 3.38005 -0.275 0.141 0.072

# 4
60
Properties=species:S:1:pos:R:3:forces:R:3 method="wB97M-V/def2-TZVPD" fmax_ev_per_a=1.12 total_energy_ev=-58625.0418 smiles="CCN(CC)S(=O)(=O)c1ccc(N2CCCC2)c(NS(=O)(=O)c2ccc(OC)cc2)c1" lumo_energy_ha=0.022 e_above_lowest_kcal_mol=26.6 gap_ev=8.6
S -2.12891 -1.07273 -0.95805 -0.169 -0.282 -0.078
S 2.09446 2.67675 0.02608 0.321 -0.299 0.227
O -2.41821 -1.89308 -2.09940 0.272 -0.209 0.139
O 2.79465 3.57447 0.89789 -0.276 0.032 0.231
O -2.59541 0.28720 -0.98420 0.283 -0.106 0.394
O 2.66883 2.41298 -1.26711 -0.523 0.057 -0.116
O -3.70116 3.42071 -0.27583 0.181 0.086 0.286
N 1.99470 1.22641 0.90736 0.134 0.885 -0.112
N -2.81531 -1.81620 0.36919 0.265 0.514 -0.957
N 3.75414 -0.99545 0.00269 0.144 -0.080 0.014
C 4.55700 -2.16215 -0.32841 0.080 -0.320 0.030
C -3.75796 -0.05859 1.79778 0.191 -0.093 0.114
C 1.77303 -2.09887 -0.79203 0.004 -0.052 0.001
C 5.99092 -1.71792 -0.06477 -0.117 0.034 -0.118
C -0.32559 3.48859 0.97587 -0.117 0.055 0.078
C -2.65994 -1.10023 1.62208 -0.194 0.558 0.308
C -0.24275 2.88276 -1.35529 0.077 0.097 -0.054
C 0.41683 -2.13882 -1.03778 0.001 -0.046 -0.033
C 2.40303 -0.98757 -0.19764 -0.286 0.100 0.055
C 0.38760 3.10536 -0.14689 0.716 -0.157 -0.142
C -0.37150 -1.06658 -0.67004 -0.713 0.142 -0.124
C -3.94637 -3.91035 0.97608 0.263 0.190 -0.109
C -1.69465 3.61428 0.89013 -0.058 -0.052 -0.070
C 0.19827 0.01190 -0.02337 0.079 -0.154 0.006
C 4.59472 0.19760 0.05620 0.241 0.497 0.009
C -1.61556 3.00541 -1.44824 -0.207 0.145 0.067
C -4.43580 2.92285 -1.37847 -0.141 -0.156 -0.250
C 5.94284 -0.25816 -0.50005 -0.106 -0.052 0.187
C -2.69258 -3.25648 0.40407 -0.021 -0.620 -0.089
C 1.56027 0.07499 0.22411 -0.514 -0.471 -0.381
C -2.35837 3.33783 -0.31364 0.348 0.043 -0.010
H 0.35407 2.59242 -2.20497 -0.006 -0.083 -0.147
H -4.31577 3.56298 -2.25749 0.003 -0.011 0.037
H 0.20509 3.66456 1.89766 -0.033 0.030 0.191
H 2.36735 -2.94130 -1.10224 0.090 -0.059 -0.024
H -1.67618 -0.61453 1.65575 -0.028 -0.112 0.191
H -4.12723 1.90034 -1.61081 -0.079 0.106 -0.021
H 4.44608 -2.43225 -1.38722 -0.037 -0.059 0.032
H -0.43538 0.82255 0.29127 -0.036 0.110 0.125
H -3.63372 0.45577 2.74765 -0.034 0.094 0.117
H -1.80554 -3.56331 0.97900 -0.036 0.034 -0.080
H 2.81641 1.11222 1.47779 0.130 0.180 0.108
H 4.25842 -3.01478 0.28725 0.002 -0.040 -0.113
H -5.47787 2.93619 -1.06351 0.064 -0.005 -0.070
H -2.56494 -3.56766 -0.63303 0.037 -0.209 0.164
H -2.70192 -1.82584 2.43813 0.096 -0.006 -0.125
H -4.81294 -3.60394 0.39784 -0.118 0.007 -0.053
H 6.76675 0.33485 -0.11054 0.020 0.062 -0.032
H 6.22227 -1.78773 0.99865 0.016 -0.028 0.038
H 4.73000 0.52080 1.09722 0.035 0.090 -0.079
H -3.70682 0.66329 0.98939 -0.066 0.106 0.032
H -4.10104 -3.62220 2.01295 -0.064 -0.012 0.132
H -0.03228 -2.98265 -1.53619 0.022 -0.149 -0.091
H -4.73271 -0.53837 1.77610 -0.125 -0.039 0.023
H 4.16791 1.01535 -0.52550 0.117 -0.141 0.097
H 5.94486 -0.19025 -1.58799 -0.005 0.029 -0.048
H -2.10163 2.80368 -2.38689 -0.071 -0.055 -0.088
H -2.28691 3.89453 1.74667 -0.055 0.039 0.104
H 6.71389 -2.30971 -0.62177 0.012 -0.057 0.026
H -3.85146 -4.99192 0.92650 -0.013 -0.113 0.051

# 5
65
Properties=species:S:1:pos:R:3:forces:R:3 method="wB97M-V/def2-TZVPD" fmax_ev_per_a=0.23 total_charge=-1 total_energy_ev=-55660.3306 lumo_energy_ha=0.082 e_above_lowest_kcal_mol=0.0 gap_ev=7.9
In -2.59515 -1.78522 0.38639 0.096 -0.045 0.032
Si 1.35535 0.10779 2.88250 -0.059 0.011 0.031
O -1.49757 -3.57293 -3.28573 -0.032 -0.054 0.011
O -3.73346 -0.05064 -6.44857 -0.073 0.034 0.082
O -1.85161 -3.22122 -1.10468 0.064 -0.059 0.132
O -4.22450 1.77992 -5.20493 0.015 -0.035 0.023
N -3.83537 -1.51965 -1.64553 -0.186 0.091 0.104
N -1.09362 -0.18566 -1.31915 -0.129 0.029 -0.025
N -1.78403 2.54158 -3.61603 -0.078 -0.003 0.034
N 0.03561 1.10285 -3.50430 -0.019 -0.007 -0.031
C -4.00402 0.55783 -5.40665 0.137 0.112 -0.020
C 0.60232 0.03764 -2.94050 -0.012 0.026 0.021
C 0.39184 -2.44884 3.72206 -0.011 -0.009 -0.020
C 1.02128 2.57153 1.34229 -0.003 0.005 -0.055
C -0.02876 -3.75748 3.52615 -0.002 -0.001 -0.016
C 0.00990 -4.32014 2.25734 -0.011 -0.005 0.021
C 5.17819 1.55815 3.65407 -0.017 -0.007 -0.003
C -2.06986 -3.02222 -2.36008 0.201 0.007 -0.068
C 0.54494 3.13544 0.00423 0.009 0.022 0.014
C -1.66663 0.86930 -1.86112 0.088 0.047 0.015
C 0.86408 -1.67992 2.65701 0.008 -0.058 0.020
C 5.43689 -0.36600 2.24037 -0.004 0.008 0.006
C 3.21923 0.30697 2.95687 0.044 -0.020 -0.025
C -4.02319 -0.27469 -4.11046 -0.055 0.006 -0.029
C 0.42153 3.36236 2.50051 -0.010 0.013 0.048
C 4.06170 -0.55538 2.25124 0.020 0.007 0.017
C 0.48125 -3.57806 1.18334 0.007 0.052 -0.009
C -1.13675 1.49545 -3.01197 -0.028 0.068 -0.041
C -3.19449 -1.37368 -3.93106 -0.013 -0.020 -0.067
C 0.90633 -2.27267 1.39219 -0.021 -0.023 -0.001
C -4.71189 -0.52928 -1.83897 0.045 -0.027 0.018
C 3.80340 1.36305 3.65974 0.018 0.008 -0.006
C 5.99679 0.69343 2.94093 -0.002 -0.003 0.002
C -3.10202 -1.94776 -2.67328 -0.075 0.034 -0.126
C 0.03542 -0.63787 -1.88130 -0.005 -0.007 -0.014
C 0.67854 1.08266 1.43565 -0.156 -0.047 0.016
C -4.82212 0.12885 -3.04270 -0.016 0.019 -0.052
H 7.06944 0.84294 2.93397 -0.005 -0.001 0.000
H 0.45710 -1.55708 -1.49872 -0.012 0.000 0.030
H 5.61072 2.38366 4.20620 -0.002 -0.004 -0.004
H 0.47213 -3.99184 0.18282 -0.007 -0.012 0.026
H 0.33361 -2.01490 4.71458 0.002 -0.003 -0.007
H -1.38936 2.76790 -4.51877 0.008 -0.063 0.037
H 0.81860 3.04226 3.46777 -0.016 0.001 -0.043
H -2.79978 2.46947 -3.69387 0.118 -0.122 -0.055
H -2.57602 1.24615 -1.40710 -0.013 -0.017 -0.002
H -0.34585 -5.33093 2.10131 0.012 0.006 -0.008
H -2.58519 -1.73950 -4.74552 0.005 -0.008 0.012
H 3.63889 -1.39514 1.70941 0.010 0.014 0.006
H 1.54232 -0.29761 -3.36412 -0.010 0.007 -0.012
H -0.54344 3.06144 -0.07604 0.013 0.001 0.006
H -5.29686 -0.23167 -0.97370 0.007 -0.016 0.000
H 0.62428 4.42958 2.38991 0.004 0.003 0.013
H 3.17573 2.04554 4.22467 0.008 -0.013 -0.008
H 0.81797 4.18786 -0.10553 -0.003 -0.012 -0.001
H 0.81432 0.56957 4.18751 -0.001 0.020 0.001
H -0.41457 0.94046 1.42281 0.138 0.051 -0.029
H 6.07179 -1.04690 1.68692 -0.001 0.004 0.003
H 1.04179 0.58391 0.52928 -0.014 -0.028 0.009
H 1.25210 -1.69324 0.54432 0.011 -0.006 -0.030
H -0.40404 -4.33546 4.36198 0.000 0.007 -0.002
H -0.66417 3.22875 2.53071 0.019 0.004 -0.010
H 2.11232 2.67483 1.38717 0.000 0.006 -0.008
H 0.97322 2.58351 -0.83594 -0.006 0.009 0.020
H -5.47662 0.98097 -3.16788 0.005 -0.002 0.013